A) Density functional theory data (ωB97M-V/def2-TZVPD) for C4H4N2 in the gas phase.

Calculated values
- Spin multiplicity: 1
- SMILES: C#C/N=C\N=C
- HOMO energy: -8.186 eV
- Charge: 0
- Gap between HOMO and LUMO: 8.230 eV

The geometry in XYZ format:
```
10
C4H4N2 (ωB97M-V/def2-TZVPD)
C 1.05 0.45 -1.75
C 0.39 -0.53 -1.43
N -0.15 -1.50 -0.75
C -0.80 -1.30 0.38
N -0.59 -0.18 1.10
C -0.23 1.01 1.17
H 1.50 1.30 -2.08
H -1.16 -2.22 0.96
H 0.87 1.14 1.35
H -0.87 1.84 1.05
```

=====

B) Density functional theory data (ωB97M-V/def2-TZVPD) for C4H4N2 in the gas phase.

Calculated values
- Spin multiplicity: 1
- SMILES: C1=N[C@@H]1[C@@H]1C=N1
- HOMO energy: -9.777 eV
- Charge: 0
- Gap between HOMO and LUMO: 10.760 eV

The geometry in XYZ format:
```
10
C4H4N2 (ωB97M-V/def2-TZVPD)
C -0.10 -1.45 0.74
N 0.79 -1.23 1.58
C 0.92 -0.66 0.18
C 0.59 0.92 -0.06
C -0.53 1.37 -0.80
N 0.52 1.38 -1.49
H -1.03 -2.08 0.75
H 1.79 -1.20 -0.24
H 0.78 1.60 0.79
H -1.61 1.74 -0.92
```

=====

C) Density functional theory data (ωB97M-V/def2-TZVPD) for C4H4N2 in the gas phase.

Calculated values
- Spin multiplicity: 1
- SMILES: C1=C(C2N=N2)C1
- HOMO energy: -8.999 eV
- Charge: 0
- Gap between HOMO and LUMO: 9.439 eV

The geometry in XYZ format:
```
10
C4H4N2 (ωB97M-V/def2-TZVPD)
C -1.36 0.26 0.07
C -0.12 -0.22 0.09
C 1.05 -0.93 -0.07
N 1.33 -2.18 0.69
N 0.81 -2.36 -0.37
C -0.48 1.52 -0.03
H -2.37 0.25 0.34
H 2.03 -0.48 -0.49
H -0.58 1.95 -1.07
H -0.31 2.18 0.85
```

=====

Which of them is most stable, and which least? Most stable: A); least stable: C).

=====

A) Density functional theory data (ωB97M-V/def2-TZVPD) for a gas-phase ion, C5H10N3 (charge +1).

Calculated values
- Spin multiplicity: 1
- HOMO energy (alpha / beta): -14.263 / -14.310 eV
- Charge: +1
- Gap between HOMO and LUMO (alpha / beta): 7.717 / 7.402 eV

The geometry in XYZ format:
```
18
C5H10N3 (ωB97M-V/def2-TZVPD)
C -1.04 0.63 -0.01
C 0.18 1.54 -0.17
C 1.84 -0.20 0.82
C 1.52 0.83 -0.24
C -1.44 -1.77 0.00
N -2.01 1.38 0.21
N -0.97 -0.60 -0.51
N 1.32 -0.60 -0.41
H 0.10 2.35 -0.93
H 0.08 2.23 0.68
H 2.89 -0.32 0.94
H 1.11 -0.36 1.54
H 2.37 1.24 -0.76
H -2.26 -1.57 0.59
H -1.53 -2.33 -0.98
H -0.68 -2.41 0.39
H -2.96 1.07 0.11
H 1.46 -1.12 -1.27
```

=====

B) Density functional theory data (ωB97M-V/def2-TZVPD) for a gas-phase ion, C5H10N3 (charge +1).

Calculated values
- Spin multiplicity: 1
- HOMO energy (alpha / beta): -12.567 / -12.901 eV
- Charge: +1
- Gap between HOMO and LUMO (alpha / beta): 6.402 / 6.870 eV

The geometry in XYZ format:
```
18
C5H10N3 (ωB97M-V/def2-TZVPD)
C 0.91 1.99 0.19
C -1.81 0.52 -0.58
C 0.50 -0.31 0.03
C -3.07 0.57 0.05
C 0.93 -1.76 -0.15
N 1.34 0.75 0.06
N -0.90 -0.21 0.01
N 2.69 0.56 -0.21
H 1.56 2.70 -0.29
H -4.00 0.40 -0.68
H -3.29 -0.08 0.81
H -3.26 1.62 0.59
H 0.23 -2.49 -0.58
H 1.66 -1.93 -0.83
H 1.43 -2.07 0.84
H -1.20 -0.95 0.52
H 3.38 1.11 0.25
H 2.90 -0.42 -0.02
```

=====

C) Density functional theory data (ωB97M-V/def2-TZVPD) for a gas-phase ion, C5H10N3 (charge +1).

Calculated values
- Spin multiplicity: 1
- SMILES: C[C@H]([NH3+])n1ccnc1
- HOMO energy: -12.708 eV
- Charge: +1
- Gap between HOMO and LUMO: 8.714 eV

The geometry in XYZ format:
```
18
C5H10N3 (ωB97M-V/def2-TZVPD)
C -1.72 0.89 -0.55
C -0.85 -0.31 -0.54
N -1.12 -1.13 0.72
N 0.62 0.13 -0.38
C 1.33 1.19 0.14
C 2.59 0.64 0.44
N 2.68 -0.60 0.00
C 1.51 -0.88 -0.46
H -1.67 1.50 0.52
H -2.78 0.55 -0.56
H -1.55 1.54 -1.38
H -1.04 -0.96 -1.39
H -2.13 -1.35 0.86
H -0.51 -1.95 0.66
H -0.70 -0.70 1.62
H 0.69 2.04 0.49
H 3.54 1.22 0.53
H 1.11 -1.83 -0.73
```

=====

Which of them is most stable, and which least? Most stable: C); least stable: B).